A molecular structure, C26H25F6N7O3SV at a distorted geometry. Source: the Open Molecules 2025 dataset; level of theory: the ωB97M-V functional and the def2-TZVPD basis.

```
69
Properties=species:S:1:pos:R:3:forces:R:3
V 2.782 2.156 1.379 -0.18 1.48 0.24
N -0.646 4.995 0.931 -1.80 1.96 0.48
C 0.353 4.187 1.345 -0.04 0.02 -0.89
S 1.729 4.086 0.292 0.26 -0.09 0.18
N 0.098 3.523 2.438 1.45 -1.15 0.80
N 1.193 2.704 2.745 -0.27 0.79 -0.99
C 1.142 1.988 3.780 -0.66 -0.53 0.79
C 2.248 1.115 4.115 1.05 -0.14 -1.03
C 2.501 0.635 5.376 -2.23 -0.30 -0.34
C 3.572 -0.173 5.550 2.82 -0.48 0.32
C 4.544 -0.327 4.599 -0.62 1.03 -2.89
C 4.212 0.205 3.286 2.07 -1.03 2.49
N 3.122 0.859 3.068 -1.95 1.37 0.54
H -0.525 5.659 0.170 0.51 -0.61 0.25
H -1.289 5.402 1.650 0.93 -1.01 -0.75
H 0.257 1.953 4.391 -0.27 0.32 0.38
H 1.776 0.694 6.182 0.06 0.53 -0.17
H 3.869 -0.558 6.486 -0.37 -0.38 1.27
H 5.547 -0.712 4.765 -0.47 -0.28 0.06
H 4.935 0.203 2.498 0.24 -0.31 -0.51
F -3.620 0.291 0.060 -1.07 0.20 -0.10
C -2.572 -0.117 -0.652 0.80 -0.58 -0.37
C -1.354 0.402 -0.324 0.24 -0.36 0.34
C -0.180 -0.186 -0.837 0.24 1.21 0.56
C 1.108 0.315 -0.291 1.49 -2.77 -1.69
O 1.088 1.136 0.609 0.32 0.44 0.48
C 2.351 -0.422 -0.833 -1.35 1.54 1.19
C 2.171 -1.386 -1.760 -1.16 -0.05 0.73
N 0.925 -1.755 -2.235 0.90 -0.90 -0.26
C 0.939 -2.823 -3.214 -1.22 0.17 -1.00
C 1.646 -4.084 -3.013 0.45 -0.94 0.15
C 0.162 -4.113 -3.014 -0.46 -0.58 0.14
C -0.244 -1.177 -1.783 -1.47 -0.77 -1.04
C -1.571 -1.563 -2.281 0.53 0.77 1.44
C -2.748 -1.118 -1.677 1.89 1.73 0.42
N -4.040 -1.431 -2.169 -0.05 -0.54 -0.87
C -4.895 -2.214 -1.319 0.37 -0.62 1.05
C -5.870 -3.078 -2.199 2.02 0.41 0.90
N -6.017 -2.408 -3.512 -0.90 -0.90 -0.02
C -6.117 -0.955 -3.321 -0.22 0.70 -0.79
C -4.767 -0.387 -2.875 0.11 0.60 0.45
C 3.779 -0.036 -0.401 -0.28 0.65 -1.39
O 4.746 -0.669 -0.765 -0.49 -0.51 0.30
O 3.836 1.137 0.145 -0.06 -0.24 0.87
H -1.214 1.195 0.423 -0.36 -0.36 -0.27
H 3.007 -2.008 -2.047 0.02 0.18 -0.34
H 0.992 -2.489 -4.232 -0.15 0.45 -0.35
H 2.078 -4.278 -2.077 0.69 -0.07 1.13
H 2.172 -4.560 -3.823 0.08 0.25 -0.27
H -0.293 -4.260 -2.044 0.05 0.16 0.14
H -0.340 -4.731 -3.775 0.19 1.02 -0.02
H -1.664 -2.208 -3.109 0.05 -0.75 -0.77
H -5.481 -1.558 -0.657 -0.03 -0.24 0.06
H -4.197 -2.819 -0.662 -1.25 0.30 -0.79
H -6.805 -3.189 -1.726 -1.26 0.19 0.34
H -5.499 -4.062 -2.368 0.49 -0.72 -0.20
H -6.824 -2.839 -3.984 0.03 0.56 0.10
H -5.239 -2.619 -4.120 0.69 -0.02 0.00
H -6.984 -0.732 -2.722 0.11 -0.26 1.09
H -6.470 -0.552 -4.238 0.28 0.55 -1.20
H -4.970 0.520 -2.297 -0.14 -0.12 0.53
H -4.134 0.009 -3.664 -0.15 -0.42 -0.57
F 5.525 2.663 2.485 0.52 -0.16 0.31
C 4.451 3.433 2.130 -1.89 -0.32 0.73
F 4.829 4.160 1.067 0.62 0.60 -1.09
C 4.253 4.485 3.266 0.98 -0.08 -1.63
F 4.010 3.900 4.421 -0.46 -0.41 0.93
F 3.277 5.336 2.959 -0.73 -0.10 0.14
F 5.343 5.253 3.409 0.45 -0.06 0.27
```
Positions in Å, forces in eV/Å.

## Properties
Total charge = +1
2S+1 = 3
Orbital gap (alpha / beta) = 0.2248 / 0.2266 Eh
E_tot = -3555.95739 Ha
ΔE to the lowest compared entry with this formula, charge and spin = 0.695 eV
Expectation value of S² = 2.02
M = 680.53 g mol⁻¹

A molecular structure, C25H20N5O4ReS3 at a distorted geometry. Source: the Open Molecules 2025 dataset; level of theory: the ωB97M-V functional and the def2-TZVPD basis.

```
58
Properties=species:S:1:pos:R:3:forces:R:3
Re -0.446 -1.262 -0.830 1.26 0.13 0.67
C -0.987 -1.561 3.492 0.19 0.06 0.19
C -1.324 -1.559 2.034 1.28 -0.25 0.17
N -0.298 -1.591 1.187 -1.79 0.51 -1.79
N 0.924 -1.776 1.707 1.92 -0.18 1.22
C 1.952 -1.773 0.939 -0.77 0.15 0.61
S 1.859 -1.589 -0.805 -1.54 -0.39 -0.46
S 3.530 -1.874 1.709 0.42 -0.05 0.36
C 3.672 -3.706 1.956 -0.19 0.52 -0.24
C 3.759 -4.364 0.621 -0.01 -0.24 -0.06
C 2.610 -4.840 -0.002 0.19 -0.05 0.15
C 2.680 -5.381 -1.274 -0.02 0.02 -0.06
C 3.894 -5.433 -1.940 -0.06 -0.04 -0.08
C 5.043 -4.970 -1.320 0.05 0.09 0.06
C 4.979 -4.440 -0.044 -0.17 -0.09 0.01
C -2.701 -1.562 1.612 -0.75 -0.07 -1.00
C -3.734 -1.467 2.575 0.11 -0.06 0.00
C -5.062 -1.613 2.255 -0.06 0.01 0.02
C -5.447 -1.877 0.938 0.25 0.05 0.21
C -4.489 -1.959 -0.040 0.65 0.19 -0.25
C -3.121 -1.773 0.249 -0.98 0.00 2.24
O -2.289 -1.788 -0.751 0.65 -0.47 -2.02
H 0.078 -1.375 3.619 -0.25 -0.06 0.08
H -1.545 -0.789 4.014 -0.11 0.01 0.03
H -1.223 -2.523 3.947 -0.09 -0.02 0.01
H 4.589 -3.813 2.536 -0.08 -0.01 0.04
H 2.810 -4.027 2.537 0.09 -0.04 0.05
H 1.663 -4.797 0.521 -0.08 -0.02 0.04
H 1.785 -5.759 -1.742 -0.09 -0.05 -0.10
H 3.947 -5.836 -2.939 -0.01 -0.07 -0.07
H 5.994 -5.015 -1.828 0.09 -0.04 -0.09
H 5.876 -4.085 0.442 0.09 0.08 0.03
H -3.476 -1.280 3.605 0.01 -0.05 0.06
H -5.811 -1.537 3.028 -0.01 0.02 0.07
H -6.488 -2.011 0.686 -0.06 -0.02 0.00
H -4.743 -2.138 -1.075 -0.05 -0.04 -0.05
O 0.508 6.275 -4.739 0.62 0.14 -1.90
S 0.410 7.493 -3.993 -2.35 -2.60 6.89
O 1.634 8.073 -3.511 1.45 1.28 -1.74
O -0.715 8.343 -4.246 0.05 1.36 -1.98
C -0.141 6.836 -2.277 0.84 0.70 -3.38
N -0.388 7.720 -1.369 -0.34 1.03 1.33
C -0.703 7.235 -0.173 0.03 -0.12 -0.27
C -0.771 5.863 0.050 0.01 -0.53 -0.14
C -0.511 5.014 -1.032 0.02 1.57 0.09
N -0.174 5.552 -2.215 -0.26 -2.05 0.72
C -0.557 3.558 -0.987 -0.05 -1.13 0.07
C 0.032 2.811 -2.016 -0.06 0.17 0.31
C 0.038 1.437 -1.948 0.14 -0.05 -0.35
N -0.520 0.755 -0.925 -0.21 0.83 -0.14
C -1.150 1.470 0.029 -0.09 -0.14 0.38
C -1.187 2.844 0.038 0.15 0.14 -0.41
H -0.907 7.961 0.603 0.00 -0.07 0.11
H -1.001 5.478 1.030 -0.06 0.00 0.11
H 0.482 3.329 -2.851 0.06 -0.07 -0.02
H 0.516 0.847 -2.726 -0.10 0.06 0.17
H -1.637 0.906 0.816 0.09 -0.03 -0.04
H -1.718 3.349 0.827 -0.04 0.00 0.12
```
Positions in Å, forces in eV/Å.

## Properties
Total charge = +1
2S+1 = 2
Orbital gap (alpha / beta) = 0.2193 / 0.1360 Eh
E_tot = -2811.85993 Ha
ΔE to the lowest compared entry with this formula, charge and spin = 0.000 eV
Expectation value of S² = 0.76
M = 736.87 g mol⁻¹

2 unconnected molecules or ions with the total composition C5H10N2O3 at a distorted geometry. Source: the Open Molecules 2025 dataset; level of theory: the ωB97M-V functional and the def2-TZVPD basis.

```
20
Properties=species:S:1:pos:R:3:forces:R:3
C -2.320 0.486 -0.776 1.01 0.17 -0.61
C 1.485 -1.839 0.601 0.83 0.64 -1.17
C -1.178 -0.388 -0.268 0.93 -1.01 0.46
C 1.451 -0.529 -0.269 -1.73 -0.32 0.64
C 0.163 0.291 -0.325 -0.45 1.53 -1.05
N 0.183 1.496 -1.021 2.10 -1.81 0.38
N 0.151 1.582 1.403 0.33 -3.11 -1.61
O -0.838 1.605 2.020 -2.33 0.57 1.75
O 1.267 2.093 -1.181 -1.42 -0.34 -0.35
O 1.096 2.253 1.344 2.19 2.22 0.75
H -2.411 0.554 -1.861 0.49 -0.49 -0.15
H -2.255 1.525 -0.508 0.20 0.33 0.70
H -3.230 0.109 -0.455 -1.83 -0.67 0.81
H 2.550 -2.047 0.539 0.13 -0.82 -0.22
H 1.386 -1.731 1.670 -0.68 0.68 0.27
H 0.908 -2.697 0.280 -0.13 0.00 -0.26
H -1.196 -0.772 0.793 -0.77 0.83 -0.65
H -1.132 -1.389 -0.786 0.08 1.09 -0.05
H 1.654 -0.598 -1.341 0.36 -0.92 0.09
H 2.268 -0.003 0.141 0.69 1.41 0.27
```
Positions in Å, forces in eV/Å.

## Properties
2S+1 = 3
Orbital gap (alpha / beta) = 0.3365 / 0.2881 Eh
E_tot = -531.48333 Ha
ΔE to the lowest compared entry with this formula, charge and spin = 2.517 eV
Expectation value of S² = 2.08
M = 146.15 g mol⁻¹

3 unconnected molecules or ions with the total composition C32H45Cl2F16N5O4PS at a distorted geometry. Source: the Open Molecules 2025 dataset; level of theory: the ωB97M-V functional and the def2-TZVPD basis.

```
106
Properties=species:S:1:pos:R:3:forces:R:3
C 3.993 0.661 -6.131 -1.08 -0.29 0.56
C 3.206 -0.785 -5.945 0.53 0.54 0.28
C 2.405 -0.674 -4.481 1.28 -0.95 -0.65
C 1.351 -1.925 -4.355 1.40 -0.62 -0.76
N -0.066 -1.493 -3.933 -1.88 0.71 1.43
C -0.504 -1.499 -2.638 -0.45 -1.34 2.10
N 0.408 -1.966 -1.482 -4.69 0.85 -2.31
P 1.001 -0.411 -0.916 6.29 1.20 2.20
O 0.611 -0.016 0.719 -2.09 1.32 -2.54
O 0.791 0.898 -2.035 -2.22 0.18 2.36
C -0.631 -2.729 -0.647 -1.48 -3.13 -0.96
C -0.186 -3.482 0.723 0.55 -1.46 0.83
C -0.246 -5.130 0.431 1.05 0.45 -0.06
C 1.328 -3.191 1.266 0.24 -0.58 1.55
C 1.271 -2.412 2.747 0.34 0.74 0.02
C -2.140 -2.003 -0.757 1.43 -0.30 2.92
C -2.584 -1.142 0.602 -0.02 1.51 -0.34
C -4.167 -0.750 0.678 -0.46 0.61 1.42
C -4.347 0.149 2.078 -0.89 -1.71 -0.70
N -3.556 1.435 2.076 0.44 -1.69 0.82
C -3.245 -3.190 -0.765 -3.31 -2.15 -3.36
Cl -3.537 -4.135 0.852 0.75 1.65 -2.26
C -4.132 -3.634 -1.868 2.38 1.85 2.27
C -4.079 -2.910 -3.322 -1.41 -1.06 -0.03
Cl -5.396 -5.009 -1.651 2.19 2.32 -0.35
N -1.813 -1.171 -1.971 2.33 -0.71 -2.71
S -2.506 0.403 -2.157 -1.36 1.05 -0.29
C -0.997 -1.092 -5.048 -3.33 0.27 -4.34
C -1.448 0.421 -5.482 -0.90 -3.91 -1.58
C -2.473 0.561 -6.758 1.05 -2.27 0.99
N -3.032 -0.540 -7.614 4.15 -0.92 5.06
C -2.573 -1.918 -7.233 1.36 1.24 1.99
C -1.592 -2.343 -5.986 -0.70 4.60 -0.55
H 3.134 1.484 -6.191 2.05 -1.61 -0.17
H 4.699 0.672 -7.077 -1.51 0.09 2.11
H 4.566 0.875 -5.117 -0.89 -0.45 -2.32
H 4.016 -1.647 -5.942 -1.77 1.65 0.23
H 2.475 -1.020 -6.839 1.31 0.68 1.82
H 1.929 0.390 -4.386 0.72 -2.21 -0.07
H 3.257 -0.836 -3.666 -2.07 0.64 -1.50
H 1.284 -2.415 -5.437 -0.40 1.17 2.42
H 1.754 -2.781 -3.648 -1.09 2.03 -1.15
H 0.048 0.816 0.799 0.62 -1.33 0.17
H 0.528 1.701 -1.473 0.39 -1.13 -1.22
H -0.826 -3.654 -1.380 0.49 1.85 1.51
H -0.910 -3.334 1.647 1.32 0.20 -2.31
H 0.728 -5.357 -0.211 -2.19 0.29 1.12
H -1.215 -5.442 -0.144 1.86 0.49 1.22
H -0.104 -5.734 1.450 -0.56 1.43 -2.25
H 2.053 -2.678 0.507 -1.57 -0.73 1.36
H 1.831 -4.244 1.523 -1.16 2.27 -0.81
H 1.964 -1.453 2.758 -1.43 -2.05 -0.06
H 1.625 -3.100 3.624 -0.66 1.19 -1.82
H 0.186 -2.043 3.021 2.10 -0.75 -0.71
H -1.986 -0.109 0.629 -1.24 -2.38 -0.19
H -2.316 -1.682 1.604 -0.37 0.67 -2.24
H -4.908 -1.652 0.826 1.76 1.57 -0.54
H -4.573 -0.094 -0.201 1.01 -1.29 1.41
H -4.029 -0.598 2.952 -0.50 1.91 -1.69
H -5.515 0.299 2.212 2.46 0.03 -0.27
H -2.708 1.251 2.692 -1.36 0.67 -1.50
H -3.266 1.738 1.121 -0.49 -0.88 1.38
H -3.183 -3.348 -3.930 -1.62 1.12 1.17
H -5.075 -3.217 -3.904 2.26 0.62 1.32
H -4.106 -1.743 -3.243 0.40 -2.32 -0.07
H -1.662 1.315 -2.807 0.14 -1.64 0.75
H -1.040 1.348 -4.895 -0.91 -1.97 -1.43
H -2.804 1.674 -7.036 0.76 -2.88 0.58
H -2.960 -2.819 -7.914 0.84 2.40 1.64
H -1.278 -3.455 -5.754 -0.79 2.52 -0.63
C -1.089 6.055 -0.460 -0.16 0.92 -0.77
C -1.127 4.522 -0.390 0.47 0.52 -0.49
C -1.521 3.954 0.968 -0.13 0.00 0.90
F -0.646 4.298 1.941 -0.43 -0.51 -0.48
F -1.532 2.594 0.934 0.62 -0.09 -0.61
F 0.067 4.025 -0.807 -0.06 -0.29 0.20
F -2.047 4.097 -1.313 -0.13 -0.07 0.46
O 0.201 6.657 -0.321 0.11 -0.78 1.68
C 0.628 6.881 1.021 -1.40 1.18 -1.00
C 1.896 6.096 1.379 0.85 -0.42 0.36
F 1.701 4.756 1.262 -0.04 0.40 -0.19
F 2.265 6.321 2.669 -0.45 0.22 -0.46
F -0.400 6.640 1.867 0.77 0.34 0.07
F 0.877 8.217 1.107 0.33 -0.89 0.06
H -1.404 6.328 -1.475 0.23 -0.25 0.15
H -1.834 6.527 0.192 0.22 -0.35 0.05
H -2.520 4.284 1.265 -0.01 0.04 -0.13
H 2.729 6.373 0.729 -0.20 0.16 -0.06
C 2.432 0.822 7.839 -0.87 0.04 0.81
C 3.790 1.535 7.756 0.20 -0.61 0.88
C 4.188 1.987 6.357 0.82 0.61 -0.63
F 4.319 0.949 5.499 0.13 0.41 0.20
F 5.398 2.610 6.382 -0.29 -0.06 0.31
F 4.745 0.745 8.312 -0.18 0.23 -0.42
F 3.714 2.644 8.558 -0.15 -0.04 -0.61
O 2.475 -0.607 7.862 0.73 -0.23 -1.87
C 2.531 -1.236 6.583 -1.42 1.16 1.17
C 3.815 -2.048 6.376 1.03 -0.28 -0.02
F 4.920 -1.262 6.461 -0.61 -0.32 0.13
F 3.842 -2.620 5.142 -0.45 0.21 0.19
F 2.330 -0.310 5.617 -0.04 -0.90 -0.09
F 1.452 -2.064 6.535 0.72 -0.07 -0.10
H 1.998 1.093 8.811 0.35 -0.13 -0.13
H 1.710 1.199 7.105 0.39 -0.07 -0.02
H 3.463 2.693 5.943 -0.12 -0.04 0.14
H 3.906 -2.840 7.125 -0.24 0.11 0.03
```
Positions in Å, forces in eV/Å.

## Properties
Total charge = +1
Orbital gap = 0.2549 Eh
E_tot = -5077.97005 Ha
M = 1001.66 g mol⁻¹